10
Properties=species:S:1:pos:R:3:forces:R:3 method="wB97M-V/def2-TZVPD" homo_lumo_gap_ev=11.2 homo_energy_ev=-10.31 e_tot_ha=-210.099956 smiles="C=CCC#N" e_lumo_ev=0.88
C 0.80981 -0.15065 1.40583 0.1 1.3 0.1
C -0.25346 0.21599 0.61673 1.9 2.1 2.3
C -0.58270 -0.51611 -0.63680 2.4 -0.7 0.3
C -0.33157 0.46423 -1.66762 0.3 3.9 -3.2
N -0.25292 1.41296 -2.37218 -0.1 -3.4 2.2
H 1.33174 -1.11142 1.16264 -0.5 0.9 0.4
H 1.37245 0.51984 2.25461 -2.0 -1.7 -2.2
H -0.69375 1.28471 0.66033 0.6 -2.0 0.4
H -1.60057 -0.77699 -0.75217 -1.0 -0.9 0.1
H 0.20097 -1.34255 -0.67138 -1.6 0.5 -0.5